# 1
74
Properties=species:S:1:pos:R:3 method="wB97M-V/def2-TZVPD" gap_ev=5.89 max_force_ev_per_a=0.4 homo_energy_ha=-0.046 multiplicity=1 charge=-2 e_above_lowest_kcal_mol=6.25 e_tot_ev=-73136.5566
Pb -1.96080 -0.92173 -1.16376
N -3.77644 3.61480 -1.75604
C -3.44124 2.30527 -1.38042
S -2.42270 1.46200 -2.51088
N -3.95126 1.93581 -0.25315
N -3.69644 0.61978 0.12643
C -4.01942 0.39507 1.34153
C -3.86890 -0.84688 2.08899
C -3.95940 -0.73184 3.48253
C -3.82214 -1.80806 4.33699
C -3.59573 -3.07222 3.76220
C -3.52418 -3.23101 2.40117
C -3.65032 -2.13557 1.48316
O -3.59613 -2.32887 0.22734
H -3.07811 4.03247 -2.34995
H -4.03223 4.18079 -0.96047
H -4.41824 1.24564 1.90227
H -4.14103 0.25801 3.89756
H -3.87756 -1.67976 5.41081
H -3.47118 -3.93728 4.40663
H -3.34330 -4.20441 1.96020
O -0.23941 -1.59312 1.65316
C 0.28131 -0.56788 2.04961
C -0.29916 0.79717 1.76942
C -0.59894 1.61207 3.03667
C 0.60744 2.40033 3.54893
C 1.76571 1.53913 4.05178
C 2.29576 0.54619 3.01783
N 1.42011 -0.59869 2.81816
H -1.20712 0.63100 1.19471
H 0.40474 1.32917 1.12339
H -0.98030 0.94977 3.82091
H -1.40279 2.31516 2.80628
H 0.29213 3.07249 4.35415
H 0.97167 3.03321 2.73168
H 1.44943 0.97664 4.93736
H 2.58760 2.19736 4.35832
H 3.24939 0.14855 3.36611
H 2.48665 1.03940 2.06080
H 1.83750 -1.51392 2.84292
F -4.27406 -2.09282 -3.57222
B -3.00072 -2.20077 -3.12075
F -2.33229 -3.17388 -3.80059
C 2.17906 -2.73574 -0.23101
C 2.79036 -2.58632 -1.62392
C 1.84190 -3.11899 -2.69419
C 4.12448 -3.31786 -1.69038
O 3.12304 -1.21804 -1.89826
P 2.10967 0.01367 -1.57793
O 2.37295 0.52496 -0.20554
O 0.71743 -0.34192 -1.99377
O 2.76248 1.03059 -2.66923
C 2.07305 2.19766 -3.13510
C 1.20815 1.80065 -4.32769
C 3.17704 3.15607 -3.56315
C 1.21330 2.84653 -2.04778
H 2.09949 -3.79372 0.03021
H 1.18656 -2.28646 -0.17215
H 2.80966 -2.22900 0.50394
H 1.56278 -4.15288 -2.46976
H 2.32689 -3.08502 -3.67436
H 0.93895 -2.50904 -2.73097
H 3.98228 -4.38298 -1.48679
H 4.81415 -2.90146 -0.95110
H 4.56835 -3.20163 -2.68283
H 1.83277 1.33105 -5.09350
H 0.71350 2.67918 -4.75454
H 0.44483 1.08991 -4.00847
H 3.80781 2.68429 -4.32204
H 3.80231 3.41246 -2.70313
H 2.74543 4.07130 -3.97830
H 0.35139 2.21939 -1.80483
H 0.84715 3.81258 -2.40457
H 1.80487 2.99224 -1.14061

=====

# 2
86
Properties=species:S:1:pos:R:3 method="wB97M-V/def2-TZVPD" gap_ev="9.31 / 8.63" max_force_ev_per_a=2.6 homo_energy_ha="-0.342 / -0.322" multiplicity=9 s_squared=20.018 e_above_lowest_kcal_mol=32.94 e_tot_ev=-561418.6020
Fe 0.01570 0.06769 -0.90042
Fe -2.77935 1.05325 0.57493
C -4.18832 2.00920 2.63216
O -3.25433 0.88777 2.56349
O -4.33368 2.23945 1.30880
C -5.44402 1.51964 3.39515
F -5.41249 1.70382 4.72924
F -6.50902 2.23136 2.97260
F -5.71179 0.22885 3.16914
C -2.58001 0.50168 3.79855
C -1.75406 -0.73137 3.52189
H -2.22785 -1.37536 2.78572
H -0.83699 -0.36392 3.04967
H -1.45932 -1.21975 4.44782
H -3.37771 0.36005 4.53171
H -1.99951 1.32745 4.21675
H -3.75722 2.87542 3.14544
C -3.21321 -1.29666 -0.71572
O -4.07051 -0.32213 -0.15337
O -2.02460 -0.63002 -0.52841
C -3.31877 -2.65732 0.04505
F -3.72964 -2.42106 1.29586
F -4.24308 -3.47857 -0.51992
F -2.20075 -3.38298 0.03321
C -5.47248 -0.54290 -0.24660
C -6.18777 0.46380 -1.16877
H -6.46161 1.35882 -0.60586
H -5.65373 0.66083 -2.09687
H -7.21007 0.17824 -1.44270
H -5.87802 -0.30733 0.73947
H -5.78591 -1.55495 -0.48743
H -3.43776 -1.51430 -1.76590
C 0.34622 -0.19016 -3.92405
O 0.22812 -1.52466 -3.50237
O 0.29199 0.58435 -2.79985
C 1.61950 -0.00945 -4.78105
F 1.83548 1.26865 -5.08149
F 2.69350 -0.44412 -4.08607
F 1.62204 -0.69853 -5.92805
C -0.27995 -2.50581 -4.40935
C -0.12012 -3.87696 -3.81746
H -0.26220 -3.76673 -2.73805
H -0.84120 -4.59588 -4.20249
H 0.86567 -4.32766 -3.94795
H 0.24553 -2.39353 -5.35828
H -1.35355 -2.35850 -4.56760
H -0.52855 0.16995 -4.48811
C 0.52100 2.19981 0.74499
O 1.43211 1.23321 0.16126
O -0.68219 1.61342 0.51190
C 0.80825 2.59427 2.19965
F 0.72417 1.54948 3.03019
F 2.07106 3.07227 2.25754
F 0.00891 3.54770 2.65300
C 2.76004 1.67200 -0.13772
C 3.48491 0.60161 -0.94935
H 3.86619 -0.24604 -0.38446
H 2.80117 0.17760 -1.69183
H 4.21040 1.11822 -1.57852
H 3.39574 1.91209 0.71283
H 2.79056 2.58273 -0.74313
H 0.65655 3.06971 0.09294
Br 7.01291 2.28665 -3.38219
C 5.17254 2.61710 -4.05113
C 5.25362 3.61886 -5.19554
Br 3.59720 3.59359 -6.27284
H 4.52527 3.00797 -3.26807
H 4.75096 1.64825 -4.30254
H 6.01083 3.33425 -5.91479
H 5.30606 4.64130 -4.84592
Br 3.97835 -0.33766 3.15071
C 3.88692 -0.22762 5.13869
C 3.74148 1.22399 5.57490
Br 4.12436 1.30017 7.48278
H 4.84529 -0.58137 5.50067
H 3.06639 -0.82041 5.53254
H 2.80797 1.72875 5.37183
H 4.58321 1.77241 5.15972
Br 1.22798 -2.18146 -0.42420
C 2.54771 -3.27350 0.54984
C 1.80548 -4.14999 1.57202
Br 1.40680 -3.18849 3.18178
H 3.16433 -2.56780 1.10141
H 3.11760 -3.85623 -0.16563
H 2.45410 -4.97936 1.84390
H 0.89917 -4.50716 1.09026

=====

# 3
81
Properties=species:S:1:pos:R:3 method="wB97M-V/def2-TZVPD" gap_ev=1.87 max_force_ev_per_a=5.2 homo_energy_ha=-0.259 multiplicity=1 charge=+1 e_above_lowest_kcal_mol=0.00 e_tot_ev=-126894.5670
C 4.67733 2.06571 1.20561
C 3.98368 2.61029 -0.05259
C 4.37096 4.12023 -0.27825
C 3.15242 5.04668 -0.57119
P 3.69228 6.69268 -0.02348
O 4.87457 7.11820 -0.81050
C 2.86388 5.06765 -2.07850
C 1.92783 3.89319 -2.15835
O 1.86574 3.06070 -2.97681
N 1.03662 3.93217 -1.00689
C 1.77507 4.67421 0.01859
C 1.68312 4.10056 1.43027
F 1.29604 2.81537 1.46457
F 2.83460 4.24272 2.11822
F 0.74895 4.77458 2.12160
H 5.55207 2.64730 1.49034
H 4.02020 2.07877 2.07064
H 5.00925 1.04164 1.03292
H 2.91654 2.42268 -0.04419
H 4.35915 1.98384 -0.86086
H 4.98801 4.52630 0.51700
H 5.00174 4.22170 -1.17108
H 2.57689 7.53274 -0.15721
H 4.03490 6.55168 1.32745
H 3.75948 5.03532 -2.68796
H 2.30140 5.97738 -2.30198
H 0.31120 4.55926 -1.35242
H 1.24605 5.62482 0.13113
C -1.23116 2.10745 -3.96455
O -1.02392 0.88452 -4.00764
O -0.83808 2.91033 -4.86420
O -1.80784 2.70017 -2.99399
Ca 5.72327 2.55789 -1.98894
O -4.47391 -0.51745 -1.08115
C -3.63378 0.15874 -0.54028
O -2.82166 -0.34468 0.41379
C -1.99920 0.69932 0.97835
C -1.96476 1.79319 -0.08871
C -3.33841 1.63063 -0.74416
H -2.46621 1.03305 1.90791
H -1.00945 0.29843 1.21756
H -1.77933 2.78450 0.31876
H -1.18375 1.58090 -0.81860
H -4.10816 2.20849 -0.22672
H -3.33165 1.88089 -1.80189
Ca 2.77845 0.39256 2.66496
O -3.42309 -3.64500 -5.15188
C -4.21396 -2.76874 -4.85880
C -3.31888 -0.92417 -5.30430
O -4.18592 -0.14125 -4.97815
H -4.48894 -2.59225 -3.81150
H -5.15263 -2.71482 -5.45286
H -3.06307 -1.08572 -6.37156
H -2.40646 -1.06622 -4.69702
C -5.75647 -4.56856 -0.16908
C -6.75952 -5.46191 -0.86852
O -7.38432 -4.54111 -1.79039
C -6.43997 -3.61219 -2.08660
O -6.52434 -2.86493 -3.01143
O -5.43703 -3.61812 -1.20927
F -7.69029 -5.93631 -0.02641
H -6.19701 -4.04593 0.68044
H -4.86470 -5.09038 0.15934
H -6.32754 -6.28553 -1.43510
K -7.82649 -1.76180 -1.39039
C 2.62690 -5.96423 6.20524
O 2.24348 -6.35601 4.90067
C 1.35213 -5.45310 4.27364
C 2.05478 -4.59834 3.24726
O 2.96464 -3.69122 3.85305
C 4.31682 -4.09563 3.73173
H 3.41782 -6.63789 6.52774
H 3.00398 -4.93823 6.22330
H 1.78561 -6.05284 6.90092
H 0.85088 -4.82238 5.01461
H 0.58805 -6.05161 3.76694
H 1.30633 -4.00008 2.71626
H 2.56692 -5.22911 2.51529
H 4.65665 -4.01272 2.69330
H 4.46079 -5.12166 4.07728
H 4.91447 -3.42741 4.34957